Entry 1:
CH3NO3S | ωB97M-V/def2-TZVPD

Kohn-Sham gap (spin up / spin down) (eV): 7.87 / 7.87
ΔE to the lowest compared entry with this formula, charge and spin (kJ/mol): 302.0
Total charge: 0
Spin multiplicity: 1
M (g mol⁻¹): 109.1
LUMO level (spin up / spin down) (eV): -1.30 / -1.30

Cartesian coordinates (Å):
1 S -0.5110 -1.0499 2.4587
2 O -1.4014 -0.7815 1.3731
3 O 0.3494 1.1959 0.5325
4 O 0.4598 -2.0664 2.1289
5 N 0.0490 0.5219 -0.4672
6 C 0.2976 0.8656 -1.6476
7 H -0.5243 -0.2791 -0.2012
8 H 0.2761 -0.0303 -2.2906
9 H 1.0049 1.6237 -1.8865

***

Entry 2:
C28H51FN3O18PS6 | ωB97M-V/def2-TZVPD

Kohn-Sham gap (eV): 8.49
ΔE to the lowest compared entry with this formula, charge and spin (kJ/mol): 0.0
Total charge: 0
Spin multiplicity: 1
M (g mol⁻¹): 960.1
LUMO level (eV): 0.15

Cartesian coordinates (Å):
1 S 0.2661 -5.3903 -3.1081
2 S 4.0869 -0.5868 3.5537
3 S -6.3543 -5.1591 -4.4953
4 S 7.4283 4.4504 -0.3067
5 S -5.4837 3.8148 -0.3966
6 S 4.7843 -2.3027 1.2267
7 P -2.7547 1.3841 0.2145
8 F -2.4580 -0.1291 2.9730
9 O -6.0214 2.5746 0.0325
10 O -5.3615 -4.8245 -3.2845
11 O -4.9016 3.6671 -1.8799
12 O 1.4494 -4.9998 -2.4318
13 O -7.6454 -4.4345 -3.8899
14 O 6.9728 3.8595 -1.7226
15 O 6.6843 5.6213 -0.0218
16 O -6.5633 -6.5603 -4.5197
17 O 7.5140 3.3787 0.6135
18 O -5.9493 -4.4517 -5.6530
19 O 0.3174 -6.0846 -4.3410
20 O -6.7091 4.7718 -0.7671
21 O -0.6795 -6.2075 -2.1091
22 O -1.5260 1.8006 1.2307
23 O 8.9048 4.8870 -0.7428
24 O -4.5425 4.5322 0.3820
25 O -5.1554 -1.0976 0.7966
26 O -0.6697 -4.0985 -3.2535
27 N -3.9802 -0.8734 -2.1658
28 N -3.2268 -3.6509 1.4525
29 N 3.1902 -0.1142 1.1680
30 C 9.2167 4.3725 -2.0451
31 C -5.8163 4.2207 -2.8393
32 C 0.8170 -0.1265 0.4342
33 C 2.1872 -0.8358 0.3588
34 C 5.5262 -1.4393 4.2405
35 C -2.0551 1.7339 -1.4513
36 C -1.9517 -4.3381 -2.6534
37 C 7.8759 4.2995 -2.7473
38 C -4.4847 1.3375 4.2906
39 C -3.4971 -2.5385 1.4167
40 C -7.4512 -4.1732 -2.4923
41 C 3.9522 0.8168 0.3162
42 C 4.0516 -1.0019 1.8789
43 C 3.8639 3.7934 1.4168
44 C -6.5225 5.3240 -2.0784
45 C 6.8746 -1.1506 3.5737
46 C -0.3367 -0.9979 0.9882
47 C -5.9695 -3.8859 -2.3766
48 C -3.7706 -0.4479 2.6535
49 C -3.4844 -0.7132 -1.1420
50 C 4.5799 2.5877 2.0503
51 C 5.0673 1.6017 0.9825
52 C -1.4637 -1.2749 -0.0223
53 C -4.6844 0.7385 2.8845
54 C 7.8227 -2.3455 3.7015
55 C -3.8101 -1.1029 1.2385
56 C -2.8162 -0.5161 0.1447
57 C -1.6625 -5.3281 -1.5461
58 H -1.2324 -4.8375 -0.6697
59 H 3.2447 1.5465 -0.0851
60 H 7.3095 -0.2819 4.0680
61 H -7.7391 -5.0619 -1.9269
62 H 5.4645 2.9639 2.5623
63 H 8.6439 -2.2373 2.9955
64 H -1.5080 2.6751 -1.4310
65 H -3.6701 0.8573 4.8285
66 H 3.9199 4.6770 2.0468
67 H 3.9053 2.1061 2.7489
68 H 8.2484 -2.3968 4.7025
69 H -2.3640 -3.4018 -2.2848
70 H 0.9467 0.7382 1.0827
71 H -6.5078 3.4380 -3.1549
72 H -5.7135 0.3879 2.8232
73 H -1.6337 -2.3465 -0.0880
74 H 9.6667 3.3846 -1.9322
75 H -5.3780 1.2295 4.9004
76 H -4.2366 2.3930 4.2262
77 H 2.1130 -1.8737 0.6635
78 H 7.8652 3.5885 -3.5679
79 H -7.4884 5.5797 -2.5032
80 H 5.8634 0.9608 1.3602
81 H 4.2611 4.0129 0.4272
82 H -0.9011 2.3647 0.7567
83 H 2.5118 -0.8534 -0.6844
84 H -2.9002 1.8102 -2.1275
85 H 5.5742 -1.0728 5.2660
86 H -8.0671 -3.3306 -2.1929
87 H 5.3043 -2.5029 4.2985
88 H 5.5321 2.1966 0.2018
89 H 2.8023 3.5722 1.2809
90 H -1.3695 0.9639 -1.8027
91 H -2.6208 -4.7599 -3.4047
92 H -1.0873 -0.9995 -1.0084
93 H -4.5714 1.5219 2.1413
94 H 6.7643 -0.8991 2.5257
95 H -4.0801 -1.2228 3.3600
96 H 0.0955 -1.9578 1.2668
97 H -2.5386 -5.8965 -1.2490
98 H 7.2901 -3.2681 3.4843
99 H 4.3648 0.2710 -0.5411
100 H 9.9157 5.0409 -2.5394
101 H -0.6896 -0.5326 1.8987
102 H -5.2602 4.5880 -3.6969
103 H 7.5519 5.2797 -3.1022
104 H 0.5681 0.2635 -0.5544
105 H -5.5854 -4.0514 -1.3728
106 H -5.7240 -2.8754 -2.7002
107 H -5.4406 -0.1789 0.6744
108 H -5.9048 6.2203 -1.9975

***

Entry 3:
C7H8N2O2P | ωB97M-V/def2-TZVPD

Kohn-Sham gap (spin up / spin down) (eV): 7.31 / 7.31
ΔE to the lowest compared entry with this formula, charge and spin (kJ/mol): 0.0
Total charge: +1
Spin multiplicity: 1
M (g mol⁻¹): 183.1
LUMO level (spin up / spin down) (eV): -5.26 / -5.26

Cartesian coordinates (Å):
1 P 0.7455 1.6553 2.6315
2 O 1.5699 1.3412 -0.5721
3 O 1.9124 2.4437 1.9532
4 N 1.8696 -1.7402 -0.2673
5 N 0.7845 -0.8294 -0.5176
6 C -2.0436 -0.3059 0.5354
7 C 0.0630 0.7625 1.3055
8 C 0.8460 0.6262 0.0456
9 C -1.0858 -0.0303 1.4749
10 C -1.1203 -0.3509 -1.8853
11 C 0.1115 -0.8904 -1.6411
12 C -2.0359 -0.0722 -0.8643
13 H -2.9411 0.2981 -1.1349
14 H 0.4474 -1.6963 -2.2791
15 H -1.5376 -0.1556 -2.8790
16 H -3.0035 -0.6623 0.8641
17 H 2.0146 2.8651 1.1155
18 H -1.3956 -0.1232 2.5678
19 H 2.2658 -1.3837 0.6135
20 H 2.5332 -1.7515 -1.0662

***

Entry 4:
CaH4N6O20 | ωB97M-V/def2-TZVPD

Kohn-Sham gap (eV): 6.44
ΔE to the lowest compared entry with this formula, charge and spin (kJ/mol): 0.0
Total charge: -4
Spin multiplicity: 1
M (g mol⁻¹): 448.1
LUMO level (eV): 9.17

Cartesian coordinates (Å):
1 Ca -0.1179 -0.3388 -0.0971
2 O 0.6741 1.3808 -1.8590
3 O -3.5440 0.0224 -2.5265
4 O -3.5529 2.3137 0.0389
5 O -0.8877 -4.0096 2.1863
6 O 0.8812 -1.6031 -1.8101
7 O -1.8545 -1.0651 -1.7025
8 O -0.3281 -2.7973 0.4781
9 O -2.4547 -1.3861 -3.7552
10 O 2.6449 3.2030 0.8432
11 O 1.1222 -4.1092 1.4025
12 O -2.1373 0.8046 0.6936
13 O -1.1062 2.4576 -2.4599
14 O 0.8411 3.1686 -3.0719
15 O 0.8755 4.1163 1.6819
16 O 0.8345 2.0311 1.0884
17 O 4.1992 0.0264 1.1210
18 O 3.4357 -1.7653 2.0535
19 O 2.3063 -0.7991 0.4669
20 O -0.1312 -0.6112 2.1977
21 O -2.7695 2.3732 2.0428
22 N 0.1183 2.3408 -2.4472
23 N -2.8083 1.8575 0.9075
24 N 1.4514 3.1158 1.1833
25 N -0.0121 -3.6186 1.3715
26 N 3.3147 -0.8385 1.2288
27 N -2.6225 -0.7659 -2.6585
28 H 0.4406 -0.3207 2.9116
29 H -0.9068 -1.0042 2.6099
30 H 0.9335 -1.7633 -2.7525
31 H 1.1606 -2.4157 -1.3673

***

Copy entry 3 word for word.
C7H8N2O2P | ωB97M-V/def2-TZVPD

Kohn-Sham gap (spin up / spin down) (eV): 7.31 / 7.31
ΔE to the lowest compared entry with this formula, charge and spin (kJ/mol): 0.0
Total charge: +1
Spin multiplicity: 1
M (g mol⁻¹): 183.1
LUMO level (spin up / spin down) (eV): -5.26 / -5.26

Cartesian coordinates (Å):
1 P 0.7455 1.6553 2.6315
2 O 1.5699 1.3412 -0.5721
3 O 1.9124 2.4437 1.9532
4 N 1.8696 -1.7402 -0.2673
5 N 0.7845 -0.8294 -0.5176
6 C -2.0436 -0.3059 0.5354
7 C 0.0630 0.7625 1.3055
8 C 0.8460 0.6262 0.0456
9 C -1.0858 -0.0303 1.4749
10 C -1.1203 -0.3509 -1.8853
11 C 0.1115 -0.8904 -1.6411
12 C -2.0359 -0.0722 -0.8643
13 H -2.9411 0.2981 -1.1349
14 H 0.4474 -1.6963 -2.2791
15 H -1.5376 -0.1556 -2.8790
16 H -3.0035 -0.6623 0.8641
17 H 2.0146 2.8651 1.1155
18 H -1.3956 -0.1232 2.5678
19 H 2.2658 -1.3837 0.6135
20 H 2.5332 -1.7515 -1.0662